Here is 2 unconnected molecules or ions with the total composition C11H15N4 from the OMol25 dataset. Energies are from ωB97M-V/def2-TZVPD.

Atoms and positions in Å:
C1 3.423 0.627 0.843
C2 2.451 -0.165 0.228
C3 3.032 2.003 0.676
C4 -2.670 2.307 -0.388
C5 -1.730 0.896 0.802
C6 1.547 0.764 -0.203
C7 -1.490 0.571 -0.539
C8 -1.100 0.167 1.847
C9 -1.016 -1.380 1.398
C10 -0.644 -0.474 -0.982
C11 -0.469 -1.046 -2.329
N1 -2.435 1.990 0.875
N2 1.923 2.011 -0.015
N3 -2.112 1.539 -1.336
N4 -0.340 -1.455 0.139
H1 4.258 0.143 1.312
H2 2.474 -1.187 0.057
H3 3.349 2.942 1.081
H4 -3.275 3.050 -0.777
H5 -0.089 0.624 2.064
H6 -1.576 0.270 2.866
H7 -0.394 -1.960 2.084
H8 -2.186 -1.611 1.340
H9 -0.910 -2.111 -2.225
H10 0.657 -1.032 -2.721
H11 -1.008 -0.437 -3.113
H12 1.387 2.864 -0.200
H13 -2.102 1.739 -2.370
H14 0.659 -1.157 0.429
H15 -0.162 -2.304 -0.269

As for the gap between HOMO and LUMO (spin up / spin down): 6.89 / 7.41 eV. The LUMO energy (spin up / spin down) is -3.96 / -4.12 eV. The net charge is +1. The calculation puts the HOMO energy (spin up / spin down) at -10.84 / -11.52 eV.